# 1
90
Properties=species:S:1:pos:R:3:forces:R:3 method="wB97M-V/def2-TZVPD" e_homo_ev=-13.87 total_charge=+2 de_lowest_kj_mol=0.00
Al 0.786209 -0.537484 1.991524 0.143 -0.069 0.066
B -1.956261 0.274575 3.590675 0.032 -0.003 0.009
N -0.761347 1.272191 3.491374 0.042 0.003 -0.037
C -0.612878 2.437031 4.108662 -0.018 -0.008 0.000
C 0.479341 3.113443 3.567529 0.005 0.002 -0.016
C 0.963152 2.267360 2.594449 -0.002 0.017 -0.006
N 0.196883 1.156023 2.532490 -0.062 -0.016 0.056
N -1.412724 -1.202028 3.623608 0.008 -0.006 -0.007
C -1.911138 -2.200854 4.346599 0.000 0.009 0.014
C -1.322905 -3.399254 3.954808 0.012 0.002 -0.024
C -0.436150 -3.037208 2.960688 0.025 -0.001 0.023
N -0.503275 -1.710600 2.747386 -0.028 0.063 0.001
H -2.638160 0.421046 2.612067 -0.026 0.012 -0.039
H -2.542306 0.472382 4.611128 -0.007 0.004 0.015
H -1.295686 2.724849 4.890917 0.000 -0.002 0.001
H 0.859725 4.077782 3.853135 0.000 -0.002 0.002
H 1.820804 2.374845 1.947801 -0.002 -0.001 0.001
H -2.657423 -2.001256 5.097697 -0.003 0.003 -0.005
H -1.499229 -4.380033 4.358944 -0.004 -0.002 -0.005
H 0.268225 -3.645381 2.413609 -0.004 -0.005 -0.003
C 5.551144 0.956167 -2.492071 0.007 -0.004 0.013
O 6.157363 0.696015 -1.225433 -0.008 0.000 0.006
C 5.398691 0.326618 -0.203483 0.032 0.013 -0.024
C 6.092837 0.094998 1.006956 -0.031 -0.009 0.011
C 5.394433 -0.278795 2.108741 0.018 0.011 -0.010
C 3.982014 -0.444589 2.085266 0.022 -0.008 0.028
C 3.287734 -0.839547 3.257014 -0.034 -0.002 0.008
C 3.990144 -1.135628 4.540499 0.016 -0.008 -0.001
O 2.019441 -0.962756 3.280028 -0.018 -0.005 -0.055
C 3.304627 -0.216256 0.858498 -0.023 0.013 -0.050
O 1.981312 -0.354986 0.726266 -0.050 0.009 0.029
C 4.017618 0.169296 -0.272068 0.003 -0.016 0.032
H 6.363191 1.237792 -3.152949 -0.002 0.000 -0.004
H 4.837952 1.778174 -2.414684 0.000 0.000 -0.001
H 5.061255 0.058845 -2.873070 -0.001 0.002 -0.006
H 7.165117 0.225335 1.022055 0.001 0.002 -0.003
H 5.930298 -0.450687 3.031744 -0.007 -0.001 -0.002
H 4.739072 -1.915906 4.402292 0.001 0.002 0.002
H 3.263503 -1.453742 5.281684 0.000 0.001 0.003
H 4.507496 -0.245437 4.902643 -0.003 -0.003 -0.003
H 3.471460 0.349071 -1.185526 -0.005 0.003 -0.008
C -3.623460 0.382783 -4.998361 0.005 -0.001 -0.005
C -4.315130 0.892041 -3.740031 -0.005 -0.012 0.009
C -3.347304 1.418778 -2.680905 0.009 0.026 0.003
C -2.404321 0.328044 -2.147700 -0.002 -0.016 0.001
Ge -1.293874 0.970397 -0.690997 -0.008 -0.031 -0.020
C 0.315559 1.929213 -1.195926 0.014 -0.007 0.008
C -0.026141 3.110004 -2.112335 0.017 -0.004 0.008
C -1.004982 4.090981 -1.476760 -0.029 0.023 -0.008
C -1.329726 5.264301 -2.390613 0.005 0.005 0.001
H -4.352339 0.097791 -5.755544 -0.004 0.002 0.003
H -3.005313 -0.496234 -4.802253 0.002 -0.001 0.000
H -2.982693 1.153696 -5.432386 -0.002 -0.001 0.001
H -4.928642 0.098854 -3.301048 0.001 -0.001 -0.004
H -5.003545 1.696306 -4.004731 0.003 0.005 0.000
H -3.919510 1.845595 -1.851708 -0.002 -0.002 -0.004
H -2.762767 2.238407 -3.109336 0.002 0.005 0.001
H -1.753871 -0.045820 -2.942958 -0.005 -0.002 0.002
H -3.002735 -0.515438 -1.789012 0.013 -0.001 0.001
H -2.066639 1.473429 0.523903 -0.010 0.010 0.019
H 0.984786 1.223777 -1.691361 0.006 0.015 0.002
H 0.815380 2.275222 -0.290291 0.017 0.002 0.006
H -0.435205 2.741927 -3.058767 -0.013 0.000 0.003
H 0.894855 3.638600 -2.371268 0.000 -0.005 0.002
H -0.591916 4.452825 -0.529771 0.010 -0.001 -0.003
H -1.940372 3.574819 -1.214417 -0.002 -0.009 -0.013
H -0.426298 5.823314 -2.638381 -0.001 -0.002 0.001
H -2.030046 5.953890 -1.921956 0.000 -0.004 0.002
H -1.773379 4.920839 -3.327091 -0.002 -0.002 0.002
C 1.027195 -1.723649 -1.912304 0.013 -0.030 0.002
N -0.166645 -2.393072 -1.401941 -0.002 0.030 -0.004
C -0.499944 -3.655215 -2.081609 0.010 0.002 -0.005
C -1.991973 -3.890016 -2.070770 -0.006 -0.008 -0.007
C -2.494848 -3.744886 -0.653514 -0.005 0.012 0.022
N -2.083728 -2.446623 -0.100242 0.018 -0.023 -0.004
C -3.008660 -1.865700 0.867109 -0.002 0.006 -0.014
C -0.958959 -1.855354 -0.478925 -0.028 0.017 0.028
O -0.606029 -0.704048 0.080954 -0.036 -0.002 -0.077
H 0.834738 -1.353375 -2.921560 0.000 0.007 -0.002
H 1.838411 -2.450485 -1.958111 0.000 0.004 0.000
H 1.321479 -0.917255 -1.255014 -0.006 0.006 0.022
H 0.036888 -4.471195 -1.591647 -0.002 -0.002 -0.002
H -0.122866 -3.577042 -3.100193 -0.002 -0.002 0.000
H -2.215489 -4.886056 -2.448704 0.001 0.001 -0.002
H -2.491972 -3.167628 -2.719564 0.001 0.002 0.001
H -2.115137 -4.541967 -0.008732 0.001 -0.004 -0.004
H -3.581950 -3.778630 -0.614077 0.001 -0.003 -0.001
H -3.986170 -1.752399 0.396724 0.001 -0.001 0.004
H -2.661697 -0.901155 1.211199 0.001 0.000 0.003
H -3.104604 -2.533964 1.723476 -0.004 -0.004 0.010


# 2
83
Properties=species:S:1:pos:R:3:forces:R:3 method="wB97M-V/def2-TZVPD" e_homo_ev="-19.34 / -19.35" total_charge=+4 s_squared=3.98 de_lowest_kj_mol=684.56 multiplicity=4
C -2.269624 -3.251408 -1.095116 0.371 -0.125 -0.594
C -1.713631 -2.940007 -2.372982 -0.984 0.109 -1.131
C -2.558645 -2.966549 -3.500053 -0.711 -0.302 0.682
C -3.921131 -3.348496 -3.351877 1.231 0.155 0.543
N -4.380693 -3.693420 -2.145855 -0.547 0.239 -0.864
C -3.612456 -3.638756 -1.060474 0.571 0.041 -0.346
C -0.349316 -2.554086 -2.634414 3.248 0.509 1.776
C 0.869894 -2.212655 -2.545832 -2.021 -1.341 2.333
C 1.790914 -2.332897 -1.362478 -1.671 -0.217 -2.605
C 2.217100 -1.292170 -0.521940 1.389 0.050 3.341
C 2.361209 -1.525358 0.948225 1.106 -0.895 -4.021
C 1.993762 -2.999622 1.312854 0.468 1.964 -0.925
C 2.166705 -4.013702 0.354828 0.047 0.567 0.133
C 2.167371 -3.638737 -0.988054 0.642 -0.186 -0.125
Re 0.767492 -1.864213 2.193732 -4.694 -0.078 2.701
P -1.200449 -0.128530 0.746726 -2.026 1.882 -0.093
H -2.162523 -2.708415 -4.462507 0.045 0.025 -0.386
H -1.669715 -3.265566 -0.183473 -0.040 0.017 -0.228
H -4.574641 -3.362662 -4.244732 0.211 -0.136 0.837
H -4.103896 -3.950544 -0.136298 0.262 0.120 -0.119
H 2.393358 -4.332337 -1.794284 -0.528 -0.304 0.197
H 2.699841 -0.363405 -0.862264 -0.208 -0.814 -0.116
H 2.129897 -5.062973 0.632116 -0.162 -0.093 0.019
H 3.262767 -1.084704 1.431653 -0.716 0.209 -0.214
C -0.963436 1.658863 1.234555 1.306 -0.497 0.571
C -1.946332 2.714808 0.746244 -0.540 0.145 -0.475
H 0.039645 1.916478 0.862755 0.005 0.095 0.208
H -0.899205 1.668936 2.330834 -0.055 -0.001 -0.408
H -1.749654 3.655881 1.280927 0.001 -0.325 -0.060
H -1.846399 2.941276 -0.324545 -0.041 -0.148 0.322
H -2.984153 2.432749 0.931704 0.285 0.268 -0.122
C -1.736813 0.157549 -1.032034 1.133 -0.717 -0.716
C -3.225808 0.060916 -1.348641 -0.506 -0.078 0.192
H -1.187860 -0.586172 -1.615007 -0.202 0.082 -0.130
H -1.349870 1.129721 -1.381187 -0.060 -0.242 0.525
H -3.367784 0.005395 -2.434712 0.214 0.104 0.153
H -3.674880 -0.851153 -0.947173 0.032 0.160 -0.052
H -3.797138 0.923813 -0.986787 0.244 -0.216 -0.092
C -2.791788 -0.554475 1.582614 0.542 -1.632 0.908
C -3.875644 0.451767 1.910715 -0.188 0.628 -0.083
H -2.429191 -0.952742 2.543827 -0.338 0.179 -0.304
H -3.201668 -1.426543 1.047141 0.186 0.201 0.146
H -4.590496 -0.046862 2.569368 0.046 -0.076 -0.086
H -3.472275 1.293531 2.475473 -0.163 -0.064 0.007
H -4.435650 0.823314 1.047937 0.173 -0.091 0.196
Br -1.150746 -3.007323 3.212199 1.381 -0.153 -1.044
P 1.285333 1.285437 -1.759445 2.277 2.560 -2.476
C 0.456547 2.764000 -2.461473 -1.568 -0.145 0.311
C 1.353275 3.926137 -2.897195 0.788 0.179 -0.122
H -0.245518 3.122262 -1.690928 0.102 0.001 -0.278
H -0.150795 2.412508 -3.313878 0.086 0.046 0.353
H 0.719287 4.755008 -3.235911 -0.058 -0.279 0.103
H 1.973028 4.317072 -2.082296 -0.211 -0.010 -0.258
H 2.006385 3.648933 -3.732833 -0.249 0.225 0.359
C 2.737364 2.036751 -0.861517 -0.408 -0.343 1.299
C 4.109262 1.884603 -1.497383 0.390 -0.105 -0.409
H 2.740871 1.586872 0.144081 0.135 0.218 -0.018
H 2.515515 3.099623 -0.713768 -0.239 -0.313 0.046
H 4.866541 2.344065 -0.850277 -0.259 -0.059 0.003
H 4.404588 0.840884 -1.632477 0.070 0.073 -0.020
H 4.178036 2.390120 -2.464938 -0.053 -0.128 0.200
C 2.032409 0.466571 -3.249909 -0.488 -1.494 0.307
C 2.361536 1.316208 -4.461993 0.105 0.716 -0.340
H 1.315984 -0.316616 -3.543677 0.218 0.363 -0.069
H 2.925569 -0.071951 -2.914426 -0.130 0.064 -0.009
H 2.713825 0.670405 -5.276278 -0.131 -0.094 0.293
H 1.478158 1.840753 -4.831290 0.186 -0.022 -0.074
H 3.164287 2.033680 -4.264976 -0.251 -0.160 -0.110
C 0.695445 2.090527 4.273192 0.320 0.096 0.104
C 1.346329 0.956161 3.487724 0.428 1.087 0.411
O 0.456736 -0.203889 3.556364 0.577 -1.096 -1.771
C 0.125013 -0.573213 4.920454 -0.796 -1.584 0.836
C 1.358813 -0.995847 5.678112 0.100 0.346 0.749
H -0.384637 2.144974 4.084795 0.322 0.102 0.055
H 1.157135 3.044348 3.986009 -0.112 -0.227 0.142
H 0.843146 1.942609 5.349768 0.015 0.249 -0.276
H 1.499467 1.221966 2.436069 -0.359 -0.312 0.067
H 2.338242 0.695737 3.895160 -0.483 -0.037 -0.010
H -0.468631 0.228395 5.360931 0.330 -0.006 -0.053
H -0.522063 -1.466246 4.853262 0.196 1.042 -0.093
H 1.559167 -0.194320 6.400506 0.665 -0.498 -0.057
H 1.154581 -1.926109 6.218842 0.089 0.286 0.076
H 2.233325 -1.196930 5.027888 -0.341 0.241 0.279


# 3
91
Properties=species:S:1:pos:R:3:forces:R:3 method="wB97M-V/def2-TZVPD" e_homo_ev=-6.03 total_charge=-1
C 0.725950 -3.305395 4.346831 -0.445 0.185 -0.377
C -0.863047 -3.107984 4.394460 1.094 -0.828 -0.508
C -1.508333 -3.396369 2.979339 0.001 0.727 0.392
C -2.960748 -2.795274 2.817814 -0.191 -0.458 -0.634
C -3.037124 -1.702160 1.673728 -0.709 -0.468 0.202
C -3.110110 -2.379630 0.228006 0.060 0.942 0.844
C -2.325915 -1.537210 -0.874370 0.290 -0.920 1.105
C -1.326192 -2.448423 -1.684389 -0.686 -0.454 -0.258
C -1.157208 -2.073308 -3.210128 0.041 -0.261 0.417
C -1.190507 -0.535840 -3.516712 0.287 -0.487 -0.908
C 0.070198 0.248849 -3.009629 -0.782 -0.069 -0.002
C -0.084003 1.798191 -3.230395 -0.133 -0.481 -0.092
C 1.277582 2.585583 -3.207865 -0.301 0.561 -0.773
C 1.145572 4.053253 -2.594593 0.427 -0.896 0.505
C 2.148769 4.190313 -1.373232 -0.059 -0.733 -0.433
C 1.653931 3.225524 -0.258336 0.022 -0.813 1.235
C 2.425293 2.040633 0.011048 -0.583 -1.139 1.087
C 2.057608 1.025343 1.010980 -1.487 2.439 -0.445
C 0.859963 1.237608 1.786175 0.539 -0.054 -0.291
C 0.519521 0.149741 2.861300 0.224 0.157 -0.267
C 0.020935 2.431728 1.562196 1.474 -0.564 -0.914
C -1.270132 2.557213 2.426068 0.044 0.583 0.443
O -2.422969 2.991192 1.714842 0.800 -0.517 -0.580
C -2.708875 2.156533 0.584126 -1.306 -0.083 -0.455
C 0.436747 3.432475 0.556752 0.772 -1.449 -0.427
P -0.600151 4.971426 0.330466 -1.391 1.219 1.538
O -1.117718 5.466140 1.636015 0.801 -0.518 -1.229
O -1.836599 4.662160 -0.748711 1.681 0.681 0.790
O 0.262788 6.220477 -0.331647 -0.823 -1.566 -0.337
C 3.117947 -0.104582 1.040329 -0.534 2.016 -0.676
O 3.084992 -1.233590 1.421788 0.085 0.205 0.050
N 4.246552 0.556724 0.406121 -0.665 0.044 -1.747
O 5.072426 -0.253576 -0.354189 0.835 -1.290 1.093
C 6.100666 -0.873246 0.436951 1.431 -0.304 0.043
C 6.358357 -2.339218 -0.093975 -0.336 -0.199 0.643
C 5.398579 -2.806812 -1.246515 0.734 -1.031 0.067
C 3.746605 1.511720 -0.591127 -1.347 0.968 1.494
O 4.296561 1.746019 -1.622826 -0.062 0.076 0.277
H 1.023913 -4.294166 4.787530 -0.153 1.018 -0.330
H 1.059867 -3.291830 3.277356 -0.161 -0.042 0.871
H 1.260427 -2.458206 4.854022 -0.430 -0.933 -0.246
H -1.229072 -3.893112 5.110037 -0.084 1.108 -0.429
H -1.075608 -2.075208 4.760255 -0.147 -0.855 -0.289
H -1.485842 -4.499838 2.807924 -0.071 0.810 0.095
H -0.871137 -2.936084 2.172799 -0.420 -0.429 0.743
H -3.382575 -2.412345 3.783975 0.596 -0.227 -0.708
H -3.641875 -3.638607 2.507985 0.463 0.895 0.296
H -3.982373 -1.111822 1.836751 0.883 -0.420 -0.193
H -2.190714 -0.970310 1.752341 -0.491 -0.671 0.010
H -4.203550 -2.402157 -0.024388 1.257 -0.365 0.033
H -2.715211 -3.422300 0.341564 -0.231 0.814 -0.363
H -1.693375 -0.804262 -0.293252 -0.780 -0.215 -0.876
H -3.107130 -1.038129 -1.494096 0.867 -0.254 0.279
H -0.341476 -2.536404 -1.142826 -0.854 0.339 -0.534
H -1.757589 -3.489835 -1.662271 0.479 0.905 -0.068
H -1.988001 -2.584458 -3.767771 0.619 0.651 0.459
H -0.211054 -2.569663 -3.573444 -0.752 0.706 0.187
H -2.165837 -0.123288 -3.155976 0.942 -0.132 -0.111
H -1.216380 -0.434949 -4.642520 -0.035 0.015 1.016
H 0.172261 0.012891 -1.911147 0.325 0.319 -0.994
H 0.951658 -0.136346 -3.595072 -0.632 0.341 0.769
H -0.572367 1.946369 -4.235428 0.420 -0.073 0.914
H -0.825975 2.195298 -2.480357 0.798 -0.295 -0.554
H 2.108724 2.008916 -2.725052 -0.898 0.506 -0.264
H 1.586578 2.716223 -4.284495 -0.110 -0.248 1.035
H 1.349632 4.823070 -3.379378 -0.267 -0.498 0.736
H 0.101548 4.124362 -2.199667 0.730 0.313 -0.585
H 2.298696 5.235427 -1.018201 -0.334 -0.868 -0.153
H 3.138774 3.803071 -1.731555 -0.845 0.432 0.422
H 0.042729 0.576633 3.774460 0.285 -0.316 -0.818
H -0.144123 -0.643082 2.417769 0.509 0.795 0.472
H 1.456870 -0.366444 3.195955 -0.801 0.489 -0.442
H -1.055665 3.326121 3.221754 -0.337 -0.549 -0.861
H -1.547397 1.620224 2.972836 0.609 0.452 -0.734
H -3.671791 2.542614 0.148021 0.930 -0.304 0.482
H -2.919030 1.097804 0.889660 0.504 0.758 -0.252
H -1.954597 2.236528 -0.241458 -0.414 -0.322 0.898
H -2.537408 5.315923 -0.545695 0.307 -0.471 0.029
H 0.124314 6.280875 -1.294901 0.164 -0.116 0.389
H 7.073686 -0.310493 0.319205 -1.070 -0.184 0.003
H 5.870527 -0.845726 1.531701 -0.174 -0.128 -1.045
H 6.200881 -3.025822 0.784606 0.130 0.515 -0.890
H 7.440753 -2.469432 -0.368612 -1.065 0.323 0.040
H 5.881024 -3.709614 -1.722287 -0.469 0.819 0.432
H 4.437850 -3.186306 -0.814330 0.645 0.751 -0.542
H 5.256941 -2.068595 -2.067076 -0.074 -0.405 0.850
O -7.515394 -3.219375 -2.457302 0.086 0.044 0.056
Cl -6.820625 -2.112139 -1.842246 -0.216 0.064 -0.170
O -5.917159 -1.511837 -2.801669 0.066 -0.013 0.076
O -6.057941 -2.592812 -0.705135 -0.196 -0.026 -0.018
O -7.777937 -1.125654 -1.395823 0.093 -0.041 0.008